1.
Formula: C26H20BF9N11O2V
Source: the OMol25 dataset
Level of theory: ωB97M-V with the def2-TZVPD basis set

```
70
Properties=species:S:1:pos:R:3
V 0.836 -0.630 0.917
C -2.980 -1.267 2.807
C -1.760 -1.674 2.277
N -1.100 -0.639 1.761
N -1.881 0.452 1.966
C -3.011 0.093 2.586
B -1.447 1.839 1.456
N -0.003 2.135 1.942
C 0.445 3.194 2.612
C 1.773 2.977 2.953
C 2.056 1.724 2.436
N 0.976 1.216 1.827
N -1.451 1.842 -0.077
C -2.419 1.357 -0.878
C -2.173 1.789 -2.159
C -0.998 2.551 -2.036
N -0.568 2.592 -0.783
N -2.357 2.927 2.006
C -2.763 4.042 1.352
C -3.386 4.856 2.265
C -3.303 4.142 3.476
N -2.678 2.987 3.322
H -3.727 -1.873 3.286
H -1.325 -2.656 2.220
H -3.738 0.842 2.849
H -0.208 4.029 2.800
H 2.428 3.633 3.494
H 2.976 1.162 2.453
H -3.203 0.735 -0.480
H -2.738 1.569 -3.047
H -0.446 3.068 -2.806
H -2.576 4.167 0.299
H -3.833 5.818 2.085
H -3.678 4.419 4.448
N -1.068 -2.546 -8.643
C -0.907 -2.266 -7.541
C -0.693 -1.925 -6.153
C -0.628 -0.590 -5.763
C -0.424 -0.271 -4.434
C -0.284 -1.275 -3.474
C -0.354 -2.611 -3.877
C -0.556 -2.935 -5.205
C -0.066 -0.948 -2.095
C 0.118 -0.668 -0.927
H -0.737 0.189 -6.505
H -0.373 0.764 -4.121
H -0.246 -3.391 -3.135
H -0.606 -3.971 -5.512
F 1.984 -5.596 2.447
C 1.251 -4.759 1.708
F 1.221 -5.210 0.453
F 0.003 -4.801 2.179
C 1.801 -3.302 1.738
O 0.830 -2.497 1.246
C 3.129 -3.252 0.894
F 2.842 -3.062 -0.388
F 3.850 -4.370 1.010
F 3.912 -2.233 1.283
C 2.099 -2.852 3.195
F 3.234 -3.331 3.693
F 1.110 -3.172 4.022
F 2.190 -1.494 3.201
N 2.318 1.904 -1.109
C 3.042 0.823 -0.772
N 4.274 0.678 -1.296
O 2.628 -0.027 0.041
H 2.633 2.518 -1.838
H 1.326 1.938 -0.880
H 4.632 1.284 -2.010
H 4.774 -0.161 -1.063
```

## Properties
HOMO-LUMO gap (spin up / spin down) = 8.092 / 8.576 eV
Multiplicity = 3
Total charge = 0
Energy above the lowest of the compared OMol25 structures with the same formula, charge and spin = 13.5 kcal/mol
⟨S²⟩ = 2.014


2.
Formula: C26H20Br2F5N3O2SW
Source: the OMol25 dataset
Level of theory: ωB97M-V with the def2-TZVPD basis set

```
60
Properties=species:S:1:pos:R:3
W -0.033 0.228 0.157
F -1.496 -6.937 1.063
C -1.058 -5.782 0.602
C -1.192 -4.623 1.372
F -1.769 -4.650 2.566
C -0.719 -3.419 0.870
F -0.815 -2.279 1.617
C -0.136 -3.318 -0.388
S 0.436 -1.801 -1.066
C -0.010 -4.485 -1.147
F 0.545 -4.414 -2.348
C -0.458 -5.710 -0.659
F -0.320 -6.809 -1.377
O -1.120 0.791 -1.882
C -0.679 1.971 -2.575
C 0.542 1.667 -3.437
C 1.690 1.060 -2.609
C 2.069 1.927 -1.445
C 2.757 3.117 -1.654
C 3.136 3.902 -0.580
C 2.836 3.439 0.696
C 2.122 2.267 0.836
N 1.704 1.510 -0.210
H -1.303 0.112 -2.560
H -0.460 2.701 -1.787
H -1.496 2.363 -3.192
H 0.865 2.586 -3.925
H 0.273 0.952 -4.219
H 2.564 0.934 -3.253
H 1.417 0.059 -2.239
H 2.993 3.420 -2.661
H 3.652 4.837 -0.728
H 3.156 3.981 1.570
H 1.889 1.913 1.837
C 2.328 -1.614 1.804
C 1.398 -0.879 2.711
C 1.448 -1.046 4.098
C 0.644 -0.298 4.926
C -0.199 0.680 4.366
C -1.006 1.595 5.095
Br -1.040 1.526 6.987
C -1.757 2.551 4.439
C -1.737 2.652 3.047
Br -2.759 3.948 2.134
C -0.962 1.781 2.279
O -0.794 1.871 0.978
C -0.224 0.773 2.957
N 0.540 -0.025 2.139
H 3.317 -1.687 2.254
H 2.406 -1.090 0.836
H 1.982 -2.636 1.634
H 2.133 -1.770 4.506
H 0.671 -0.436 5.996
H -2.362 3.237 5.012
C -4.565 -0.133 -0.053
C -3.178 -0.235 0.186
N -2.035 -0.331 0.351
H -4.746 0.658 -0.788
H -5.099 0.117 0.866
H -4.951 -1.080 -0.437
```

## Properties
HOMO-LUMO gap (spin up / spin down) = 5.578 / 6.408 eV
Multiplicity = 3
Total charge = +2
Energy above the lowest of the compared OMol25 structures with the same formula, charge and spin = 20.0 kcal/mol
⟨S²⟩ = 2.046


3.
Formula: C26H20F2O4S2
Source: the OMol25 dataset
Level of theory: ωB97M-V with the def2-TZVPD basis set

```
54
Properties=species:S:1:pos:R:3
F -4.534 0.392 -3.305
C -3.320 -0.184 -3.016
C -3.274 -1.459 -2.478
C -2.085 -1.866 -1.794
C -0.840 -1.089 -1.949
C 0.244 -1.415 -1.109
C 1.534 -0.873 -1.472
C 2.575 -1.728 -1.904
C 3.751 -1.223 -2.431
C 3.898 0.155 -2.516
F 5.077 0.663 -2.985
C 2.937 1.040 -2.041
C 1.777 0.514 -1.498
C -0.935 0.045 -2.778
C -2.158 0.577 -3.165
H -4.130 -2.128 -2.520
H -2.018 -2.907 -1.483
H 0.204 -2.344 -0.541
H 2.401 -2.800 -1.837
H 4.529 -1.890 -2.779
H 3.075 2.110 -2.091
H 1.004 1.167 -1.089
H -0.036 0.581 -3.066
H -2.211 1.564 -3.592
C -5.241 1.565 1.750
C -5.164 0.167 1.755
C -3.915 -0.458 1.724
C -2.756 0.326 1.630
S -1.392 -0.281 0.644
C -0.162 -1.205 1.316
S 1.483 -1.642 1.815
C 2.585 -0.227 2.003
C 3.694 -0.108 1.170
C 4.476 1.036 1.223
C 4.245 1.976 2.230
C 3.203 1.791 3.148
C 2.352 0.693 3.027
O 1.313 -2.194 3.153
O 2.174 -2.464 0.846
O -2.306 -1.314 -0.017
O -0.954 0.916 -0.043
C -2.825 1.706 1.849
C -4.076 2.328 1.886
H -6.213 2.056 1.651
H -6.066 -0.446 1.765
H -3.852 -1.538 1.765
H -0.660 -1.428 2.268
H 3.933 -0.896 0.462
H 5.261 1.174 0.477
H 4.877 2.859 2.289
H 3.037 2.499 3.962
H 1.528 0.523 3.720
H -1.907 2.272 1.969
H -4.136 3.413 2.000
```

## Properties
HOMO-LUMO gap = 5.966 eV
Total charge = 0
Energy above the lowest of the compared OMol25 structures with the same formula, charge and spin = 64.2 kcal/mol


4.
Formula: C26H21BCl2F2NORe
Source: the OMol25 dataset
Level of theory: ωB97M-V with the def2-TZVPD basis set

```
55
Properties=species:S:1:pos:R:3
Re 0.736 -0.049 -0.200
C 2.086 1.454 -3.206
C 1.821 1.825 -1.773
C 2.824 1.711 -0.800
C 2.653 2.228 0.487
C 3.760 2.132 1.496
C 1.448 2.861 0.800
C 0.436 3.018 -0.148
C -0.828 3.760 0.183
C 0.624 2.476 -1.416
H 2.483 2.328 -3.726
H 1.173 1.145 -3.712
H 2.824 0.657 -3.284
H 3.774 1.268 -1.073
H 4.355 3.048 1.477
H 4.425 1.300 1.275
H 3.369 2.015 2.507
H 1.312 3.273 1.794
H -0.691 4.828 0.005
H -1.099 3.635 1.232
H -1.654 3.422 -0.441
H -0.144 2.609 -2.168
Cl 3.979 -1.531 3.599
C 2.276 -1.343 3.675
C 1.579 -1.659 4.852
C 0.222 -1.505 4.909
Cl -0.604 -1.880 6.368
C -0.515 -1.046 3.784
C -1.910 -0.860 3.777
C -2.520 -0.411 2.633
C -1.759 -0.178 1.491
N -0.440 -0.345 1.449
C 0.197 -0.752 2.599
C 1.597 -0.881 2.580
O 2.271 -0.511 1.422
H 2.125 -2.023 5.710
H -2.478 -1.072 4.671
H -3.588 -0.255 2.595
H -2.213 0.143 0.563
F 2.179 -2.743 0.605
B 2.518 -1.461 0.421
F 3.454 -1.180 -0.506
C -0.646 -0.605 -1.511
C -1.498 -1.130 -2.226
C -2.493 -1.751 -3.022
C -3.736 -2.064 -2.448
C -4.698 -2.722 -3.189
C -4.441 -3.077 -4.508
C -3.219 -2.761 -5.088
C -2.250 -2.100 -4.356
H -3.920 -1.788 -1.419
H -5.651 -2.965 -2.738
H -5.191 -3.602 -5.084
H -3.020 -3.034 -6.116
H -1.295 -1.852 -4.800
```

## Properties
HOMO-LUMO gap (spin up / spin down) = 6.065 / 6.021 eV
Multiplicity = 2
Total charge = +1
Energy above the lowest of the compared OMol25 structures with the same formula, charge and spin = 67.8 kcal/mol
⟨S²⟩ = 0.833


5.
Formula: C26H21BCl2F3N2O5
Source: the OMol25 dataset
Level of theory: ωB97M-V with the def2-TZVPD basis set

```
60
Properties=species:S:1:pos:R:3
N -1.510 3.969 0.022
C -1.284 2.896 0.435
C -0.999 1.579 1.033
C -0.283 1.776 2.213
C 0.285 3.058 2.415
N 0.640 4.174 2.567
C -0.272 0.919 3.392
O 0.440 1.217 4.337
C -1.166 -0.269 3.335
Cl -0.767 -1.512 4.404
C -2.277 -0.244 2.555
Cl -3.503 -1.433 2.709
C -2.539 0.847 1.579
O -3.614 1.471 1.446
C 3.158 -3.683 -1.610
C 2.833 -2.272 -1.702
C 3.199 -1.244 -2.550
C 2.610 -0.057 -2.053
C 1.953 -0.420 -0.882
B -2.033 0.492 0.165
C 1.600 0.303 0.262
C 1.844 1.695 0.281
C 2.792 2.119 1.189
C 3.302 1.179 2.086
C 4.599 1.453 2.821
F 4.517 1.076 4.139
F 5.651 0.757 2.262
F 4.941 2.778 2.813
C 2.585 0.016 2.392
C 1.646 -0.418 1.490
O -1.898 1.175 -1.059
C -2.531 0.271 -1.985
C -3.887 0.973 -2.126
C -1.758 0.283 -3.288
C -2.552 -1.132 -1.223
C -3.965 -1.635 -0.909
C -1.714 -2.230 -1.830
O -1.930 -0.888 0.057
O 2.008 -1.796 -0.725
H 3.788 -3.966 -2.458
H 3.703 -3.902 -0.677
H 2.242 -4.292 -1.617
H 3.823 -1.336 -3.427
H 2.743 0.971 -2.399
H 1.365 2.347 -0.449
H 3.128 3.163 1.246
H 2.804 -0.521 3.321
H 1.061 -1.312 1.672
H -4.597 0.460 -2.785
H -4.341 1.130 -1.127
H -3.683 1.978 -2.535
H -2.271 -0.329 -4.047
H -1.677 1.301 -3.675
H -0.743 -0.106 -3.151
H -4.548 -1.803 -1.826
H -3.876 -2.590 -0.370
H -4.510 -0.924 -0.260
H -2.116 -2.494 -2.814
H -0.667 -1.910 -1.905
H -1.748 -3.107 -1.173
```

## Properties
HOMO-LUMO gap = 5.103 eV
Total charge = -1
Energy above the lowest of the compared OMol25 structures with the same formula, charge and spin = 107.1 kcal/mol


6.
Formula: C26H21BrCrI2N3O5S
Source: the OMol25 dataset
Level of theory: ωB97M-V with the def2-TZVPD basis set

```
60
Properties=species:S:1:pos:R:3
Cr -1.502 0.211 -1.752
Br -7.775 -2.255 1.491
C -6.291 -1.716 0.424
C -6.346 -1.887 -0.967
C -5.272 -1.530 -1.737
C -4.097 -0.991 -1.158
O -3.074 -0.774 -1.905
C -4.089 -0.762 0.241
C -3.000 -0.126 0.922
N -1.973 0.426 0.396
C -0.984 0.975 1.250
C -0.707 0.587 2.500
C 0.470 1.105 3.192
C 1.447 1.762 2.550
C 1.285 2.039 1.124
C 2.344 2.192 0.308
C 2.459 2.145 -1.159
C 1.543 1.759 -2.044
N 0.235 1.381 -1.558
C -0.173 2.150 0.735
C -5.196 -1.158 1.016
H -7.232 -2.304 -1.426
H -5.283 -1.661 -2.811
H -3.115 -0.056 2.006
H -1.273 -0.200 2.984
H 0.615 0.826 4.230
H 2.399 1.948 3.036
H 3.304 2.254 0.819
H 3.440 2.384 -1.556
H 1.720 1.665 -3.105
H -5.177 -1.005 2.089
C 5.925 -0.334 2.506
C 4.788 -0.571 1.544
C 4.986 -0.445 0.171
C 3.938 -0.629 -0.721
C 2.680 -0.947 -0.232
C 2.463 -1.084 1.130
C 3.518 -0.899 2.009
S 1.310 -1.087 -1.349
O 1.853 -0.937 -2.671
O 0.617 -2.302 -1.020
N 0.272 0.083 -0.878
C -0.312 2.495 -0.723
C -1.757 2.879 -1.146
O -2.165 3.970 -0.784
O -2.377 2.003 -1.850
H 6.873 -0.663 2.080
H 5.764 -0.861 3.446
H 6.019 0.731 2.735
H 5.972 -0.189 -0.203
H 4.074 -0.529 -1.790
H 1.468 -1.319 1.490
H 3.348 -1.000 3.076
H 0.289 3.378 -0.904
H -0.559 3.017 1.288
I -2.222 -4.053 -1.654
C -1.571 -3.582 -3.524
I -1.087 -0.010 -4.353
H -2.292 -3.137 -4.191
H -0.517 -3.364 -3.620
```

## Properties
HOMO-LUMO gap (spin up / spin down) = 6.520 / 6.996 eV
Multiplicity = 5
Total charge = -1
⟨S²⟩ = 6.051